1.
Entry from OMol25: 4 unconnected molecules or ions with the total composition C18H35O17P3 (ωB97M-V with the def2-TZVPD basis set).

Geometry as XYZ:
```
73
Properties=species:S:1:pos:R:3
P -3.593 -5.496 0.808
P 1.427 6.246 -1.216
P 5.108 -0.703 2.346
O 1.242 7.563 -0.526
O -2.848 1.498 -3.602
O 2.576 5.299 -0.599
O -3.376 -4.316 -0.270
O -1.071 -0.367 -3.208
O -3.068 -4.835 2.183
O -1.881 -0.195 -2.192
O 5.561 -2.245 2.234
O 0.133 5.283 -1.236
O 4.304 -0.185 1.193
O 0.590 1.381 -3.375
O 4.359 -0.631 3.773
O -2.433 -6.550 0.431
O 1.220 -0.558 -1.965
O -4.978 -6.062 0.877
O 6.499 0.066 2.624
O 1.825 6.355 -2.776
C 7.395 -0.510 3.553
C -2.093 -7.514 1.401
C 4.003 0.650 4.251
C 0.310 3.952 -1.677
C -5.588 1.696 -2.040
C 0.894 6.978 -3.637
C -6.794 -1.252 -1.349
C -7.803 0.065 -1.270
C -3.059 0.559 -2.646
C -2.052 -3.897 -0.530
C 0.280 0.169 -2.841
C 3.915 5.694 -0.792
C -7.193 1.563 -1.596
C -3.786 -3.724 2.679
C 1.992 0.354 -1.106
C -4.609 0.348 -2.156
C 4.559 -3.226 2.372
C -5.213 -1.130 -1.783
H -3.890 -3.827 3.762
H 4.154 -3.206 3.387
H 3.001 0.597 4.685
H 2.071 -0.155 -0.031
H 1.435 7.627 -4.330
H 7.953 0.287 4.050
H 3.758 -3.066 1.645
H -1.404 -4.040 0.340
H -0.610 3.612 -2.158
H 4.166 5.653 -1.855
H -7.288 -2.299 -1.086
H 4.712 0.944 5.027
H 5.008 -4.209 2.200
H -8.945 -0.058 -0.980
H 0.163 7.576 -3.086
H 8.095 -1.161 3.022
H -2.973 -8.088 1.703
H 0.521 3.312 -0.816
H -4.781 -3.646 2.232
H 3.096 0.478 -1.510
H 1.129 3.870 -2.398
H -1.352 -8.193 0.971
H -5.168 2.765 -2.269
H 4.080 6.705 -0.406
H 4.564 4.996 -0.257
H -7.874 2.532 -1.544
H -2.059 -2.834 -0.786
H 1.503 1.402 -0.929
H 0.373 6.205 -4.207
H -4.546 -2.107 -1.842
H -1.654 -4.465 -1.375
H -3.220 -2.815 2.461
H 6.868 -1.092 4.316
H -1.648 -7.025 2.271
H 4.006 1.400 3.454
```

Its largest force on an atom is 9.4 eV/Å. The net charge is 0. For the frontier orbital gap, the calculation gives 8.10 eV.

---

2.
Entry from OMol25: 10 unconnected molecules or ions with the total composition C62H81BN14O9P (ωB97M-V with the def2-TZVPD basis set).

Geometry as XYZ:
```
168
Properties=species:S:1:pos:R:3
P -6.142 -0.643 3.993
O -1.517 -1.570 8.033
O -4.110 -3.761 4.799
O -1.841 1.844 -0.940
O -3.835 3.674 2.590
O -1.200 0.753 2.355
O -4.124 4.144 4.774
O -2.743 3.045 6.080
O -4.924 0.249 -0.378
O -5.167 -3.230 5.538
N 3.893 2.586 10.079
N 1.714 0.224 -5.494
N 1.373 4.277 5.036
N -4.107 1.199 -4.973
N -7.134 0.080 4.980
N -1.240 0.602 4.689
N 8.705 -0.846 -8.066
N 1.291 -5.440 2.979
N -0.530 -2.158 5.891
N -3.201 -3.101 -3.683
N -2.643 -0.673 6.061
N 7.315 3.817 -6.116
N 3.803 -0.273 -11.175
N -3.561 0.553 4.387
C -0.860 1.623 1.284
C -5.685 1.052 -6.773
C 7.523 2.863 -5.209
C -0.092 -0.732 -3.607
C -2.793 5.629 3.357
C 3.027 0.481 -8.608
C 0.815 -6.683 2.885
C 0.694 -7.374 1.690
C -5.319 2.310 -7.221
C 11.102 -0.886 -7.986
C 2.389 1.007 -9.720
C -6.725 -1.386 -0.475
C 4.057 -0.427 -8.794
C 0.417 -1.571 -4.580
C -1.068 -3.075 4.860
C 1.663 -4.848 1.843
C 8.760 0.469 -7.853
C -1.049 1.473 3.544
C -4.075 0.887 -1.332
C 1.579 -5.448 0.597
C 6.110 0.923 9.816
C 6.260 3.671 -6.918
C 5.016 2.813 10.761
C -5.239 -1.089 -0.767
C -3.836 -4.245 -3.429
C -1.159 0.956 -0.069
C 2.550 4.527 5.610
C -4.383 -0.672 4.569
C 11.136 0.482 -7.767
C 1.084 -6.740 0.523
C -2.901 -2.845 -4.958
C -3.871 -4.878 -5.722
C 5.387 2.596 -6.853
C -3.620 4.377 3.501
C 9.941 1.178 -7.699
C 4.405 -0.767 -10.093
C 1.207 1.019 -4.550
C 0.428 3.730 5.802
C -3.213 -3.694 -6.009
C 3.878 1.530 9.268
C -4.646 -2.378 6.531
C 4.951 0.670 9.101
C 6.147 2.017 10.665
C 1.840 3.677 7.715
C 1.315 -1.049 -5.497
C 0.607 3.413 7.139
C 6.712 1.748 -5.062
C 5.621 1.616 -5.903
C -3.208 1.931 -0.592
C -4.083 -1.039 6.035
C -2.388 0.168 5.079
C -3.768 2.408 -5.421
C -4.340 3.006 -6.533
C -3.616 2.956 5.317
C 0.306 0.593 -3.586
C -4.190 -5.164 -4.404
C -5.053 0.546 -5.648
C 2.834 4.246 6.938
C 0.339 -3.007 6.761
C 2.813 0.597 -10.975
C 9.866 -1.498 -8.129
C -4.356 1.708 4.882
B -1.557 -1.508 6.643
H 5.208 -1.470 -10.287
H 1.581 1.720 -9.617
H -4.628 -1.766 -0.161
H -5.309 -0.434 -5.260
H -7.236 -0.445 -0.275
H 0.183 1.960 1.304
H -6.856 -2.039 0.387
H -2.833 6.267 4.235
H -2.947 -3.433 -7.024
H -1.476 2.532 1.320
H -0.798 -1.107 -2.874
H -6.445 0.475 -7.283
H 3.809 4.467 7.352
H 4.998 3.678 11.414
H 8.389 3.008 -4.572
H 3.297 4.975 4.963
H -1.657 -3.841 5.378
H 6.972 0.276 9.714
H 1.895 -4.918 -0.291
H -5.056 -1.246 -1.829
H -0.287 -3.733 7.288
H -5.003 2.000 4.061
H 4.881 -0.174 8.429
H -1.845 -2.419 8.361
H 4.581 -0.862 -7.953
H 9.922 2.246 -7.531
H -4.554 -0.315 6.707
H 0.123 -2.611 -4.627
H 7.033 2.250 11.240
H -4.406 -3.682 3.880
H 6.932 1.003 -4.309
H -7.548 0.859 4.473
H -1.770 -2.588 4.185
H 6.117 4.461 -7.648
H 0.959 -3.585 6.079
H 4.546 2.529 -7.528
H 9.792 -2.565 -8.305
H -4.131 -5.569 -6.513
H 0.957 -2.415 7.425
H -0.298 -3.613 4.296
H 1.546 2.049 -4.578
H -0.015 1.832 3.575
H -6.094 -0.056 2.702
H -4.026 3.991 -6.850
H 2.048 -3.839 1.948
H 4.961 0.760 -5.822
H -3.559 2.928 -0.862
H -0.399 0.320 5.179
H -0.082 1.271 -2.837
H 1.741 -1.671 -6.278
H -0.198 2.973 7.713
H 0.303 -8.382 1.676
H 2.342 0.980 -11.874
H -4.702 -6.078 -4.138
H 2.950 1.374 8.728
H -1.682 2.363 3.546
H -3.394 1.844 0.484
H -5.516 -2.146 7.140
H -3.800 -1.390 3.977
H -3.390 0.198 -1.832
H -6.472 -2.003 3.796
H -2.995 2.915 -4.853
H -0.216 0.709 -0.551
H -3.984 -2.979 7.166
H -3.162 6.218 2.521
H 2.726 0.773 -7.609
H -5.790 2.741 -8.096
H 12.013 -1.467 -8.045
H 2.024 3.446 8.757
H -1.767 5.332 3.141
H -4.068 -4.426 -2.384
H 1.004 -7.245 -0.431
H -7.187 -1.867 -1.335
H -4.701 1.415 -2.055
H 12.081 0.997 -7.651
H 0.519 -7.139 3.823
H -5.039 1.465 5.705
H -2.385 -1.907 -5.133
H 7.799 0.971 -7.804
H -0.519 3.539 5.311
H -1.775 0.071 0.120
```

Its largest force on an atom is 2.7 eV/Å. The net charge is +1. For the frontier orbital gap, the calculation gives 7.85 eV.

---

HOMO (eV)
-9.1 -10.4